{"formula": "C6H13O3Sm", "method": "ωB97M-V with the def2-TZVPD basis set", "gap_ha": [0.2440, 0.2577], "de_lowest_kcal_mol": 23.0, "multiplicity": 7, "total_charge": 1, "max_force_ev_per_a": 3.42, "homo_ha": [-0.376, -0.391], "lumo_energy_ev": [-3.59, -3.62], "energy_ha": -1119.729416, "s2": 12.0094, "species": ["O", "O", "C", "Sm", "H", "C", "C", "H", "H", "H", "H", "C", "H", "H", "H", "C", "H", "H", "O", "H", "H", "C", "H"], "coordinates": [[-0.547, 0.437, 0.172], [-0.882, -2.099, -0.544], [-1.447, -0.287, 0.990], [0.755, -0.547, -1.582], [-1.152, 2.370, -0.245], [2.209, 1.094, -1.661], [0.159, -2.788, 0.115], [-0.646, 2.066, 1.419], [-2.713, -1.295, -0.385], [0.750, -2.101, 0.740], [1.383, 2.730, 1.004], [-1.879, -1.555, 0.290], [2.059, 2.010, -2.260], [0.906, 2.995, -0.775], [-2.320, 0.337, 1.232], [-0.414, 1.834, 0.369], [0.837, -3.159, -0.662], [3.267, 0.789, -1.741], [1.977, 1.337, -0.231], [-0.252, -3.612, 0.718], [-2.139, -2.318, 1.044], [1.001, 2.290, 0.072], [-0.912, -0.529, 1.919]]}